[1]
The following is a DFT calculation (ωB97M-V/def2-TZVPD) of C7H10 in the gas phase in a non-equilibrium geometry.

The geometry in ORCA input format:
```
! RIJCOSX wB97M-V def2-TZVPD def2/J DEFGRID3
* xyz 0 1
C 1.497 -1.275 0.013
C 0.332 -0.339 -0.158
C -1.099 -0.871 0.077
C -1.594 0.468 -0.426
C -0.656 1.511 0.158
C 0.534 0.793 0.823
C -0.304 0.775 -1.122
H 1.305 -2.317 -0.278
H 2.417 -0.914 -0.457
H 1.632 -1.156 1.135
H -1.355 -1.162 1.105
H -1.350 -1.682 -0.619
H -2.591 0.717 -0.773
H -0.945 2.559 0.230
H 0.769 0.331 1.844
H 1.431 1.357 0.525
H -0.025 1.204 -2.077
*
```

Computed properties:
Largest force on an atom in hartree/bohr: 0.0364
E in hartree: -272.60182
Orbital gap in Eh: 0.381
SMILES: C[C@]12C[C@@H]3[C@H](C1)[C@@H]32

[2]
The following is a DFT calculation (ωB97M-V/def2-TZVPD) of 2 unconnected molecules or ions with the total composition C7H10.

The geometry in ORCA input format:
```
! RIJCOSX wB97M-V def2-TZVPD def2/J DEFGRID3
* xyz 0 1
C -0.590 1.628 0.078
C -0.827 0.488 1.018
C -1.412 0.460 -0.386
C -0.564 -0.777 -0.741
C 0.892 -0.577 -1.312
C 1.376 -0.721 0.133
C 0.074 -0.719 0.684
H -1.164 2.525 0.297
H 0.406 1.827 -0.307
H -1.336 0.616 1.969
H -2.449 0.591 -0.680
H -1.107 -1.640 -1.128
H 1.020 0.402 -1.784
H 1.261 -1.346 -1.998
H 2.177 -1.385 0.430
H 1.561 -0.329 1.835
H 0.596 -0.992 1.884
*
```

Computed properties:
Largest force on an atom in hartree/bohr: 0.0059
E in hartree: -272.41732
Orbital gap in Eh: 0.319

[3]
The following is a DFT calculation (ωB97M-V/def2-TZVPD) of C7H10 in the gas phase in a non-equilibrium geometry.

The geometry in ORCA input format:
```
! RIJCOSX wB97M-V def2-TZVPD def2/J DEFGRID3
* xyz 0 1
C 0.031 -1.172 1.756
C -0.853 -1.215 2.632
C 1.149 -1.723 0.848
C 0.661 -0.330 0.687
C -1.347 1.143 0.041
C 0.426 0.798 -1.752
C -0.403 0.128 -0.589
H 1.994 -1.894 1.503
H 0.893 -2.453 0.058
H 1.299 0.555 1.068
H -1.971 0.559 0.836
H -2.070 1.417 -0.613
H -0.859 1.968 0.483
H 1.312 0.104 -1.977
H 0.817 1.834 -1.455
H -0.230 1.034 -2.604
H -0.848 -0.755 -0.921
*
```

Computed properties:
Largest force on an atom in hartree/bohr: 0.0955
E in hartree: -272.51415
Orbital gap in Eh: 0.365

[4]
The following is a DFT calculation (ωB97M-V/def2-TZVPD) of C7H10 in the gas phase in a non-equilibrium geometry.

The geometry in ORCA input format:
```
! RIJCOSX wB97M-V def2-TZVPD def2/J DEFGRID3
* xyz 0 1
C 0.661 0.104 1.863
C 0.551 -0.702 0.557
C 1.472 -1.632 0.237
C -1.122 -1.076 -1.285
C -0.395 -0.248 -0.509
C -0.738 1.228 -0.336
C -0.691 2.211 -1.265
H -0.308 0.367 2.171
H 1.221 -0.450 2.624
H 1.214 1.161 1.673
H 1.585 -1.837 -0.938
H 1.948 -2.336 0.935
H -2.214 -1.138 -1.510
H -0.561 -1.978 -1.589
H -1.299 1.297 0.580
H -0.859 3.193 -0.953
H -0.465 1.836 -2.257
*
```

Computed properties:
Largest force on an atom in hartree/bohr: 0.0729
E in hartree: -272.57262
Orbital gap in Eh: 0.330
SMILES: C=CC(=C)C(=C)C

[5]
The following is a DFT calculation (ωB97M-V/def2-TZVPD) of C7H10 in the gas phase in a non-equilibrium geometry.

The geometry in ORCA input format:
```
! RIJCOSX wB97M-V def2-TZVPD def2/J DEFGRID3
* xyz 0 1
C -1.962 -0.290 -0.075
C -1.343 0.972 -0.621
C -0.481 -0.134 -0.093
C 0.596 -0.906 -0.877
C 1.539 -0.630 0.294
C 1.555 0.839 0.698
C 0.428 -0.016 1.120
H -2.436 -0.978 -0.769
H -2.449 -0.223 0.896
H -1.375 1.121 -1.699
H -1.428 1.890 -0.044
H 0.298 -1.953 -1.031
H 0.934 -0.498 -1.834
H 2.549 -0.925 0.477
H 1.452 1.601 -0.065
H 2.282 1.048 1.487
H 0.141 -0.166 2.154
*
```

Computed properties:
Largest force on an atom in hartree/bohr: 0.0321
E in hartree: -272.61396
Orbital gap in Eh: 0.389
SMILES: C1[C@@H]2CC3(CC3)[C@H]12

[6]
The following is a DFT calculation (ωB97M-V/def2-TZVPD) of C7H10 in the gas phase in a non-equilibrium geometry.

The geometry in ORCA input format:
```
! RIJCOSX wB97M-V def2-TZVPD def2/J DEFGRID3
* xyz 0 1
C 1.910 -0.067 -0.709
C 3.195 -0.102 -0.383
C 0.945 -0.130 1.537
C 0.753 -0.172 0.218
C -0.568 -0.174 -0.428
C -1.695 0.222 0.153
C -3.057 0.071 -0.434
H 1.648 0.364 -1.675
H 3.972 0.317 -1.006
H 3.496 -0.462 0.596
H 1.863 0.143 2.030
H 0.051 -0.265 2.133
H -0.604 -0.559 -1.443
H -1.659 0.632 1.158
H -3.418 1.058 -0.741
H -3.780 -0.291 0.297
H -3.053 -0.584 -1.304
*
```

Computed properties:
Largest force on an atom in hartree/bohr: 0.0272
E in hartree: -272.64860
Orbital gap in Eh: 0.332
SMILES: C=CC(=C)/C=C/C

The evaluated relative energy (zero: lowest compared OMol25 entry of this formula, charge and spin) for the records listed, in turn: 305.0; 789.4; 535.2; 381.7; 273.1; 182.2 kJ/mol.